[1]
Computed, not measured: the molecule C21H28N2O2, with ωB97M-V/def2-TZVPD.

Cartesian coordinates (Å):
C (3.2824, 2.4450, -3.4615)
C (3.2332, 0.9356, -3.2072)
N (1.9554, 0.3531, -3.5406)
C (1.8067, -0.1184, -4.8972)
C (2.2240, -1.5819, -5.0666)
C (0.9391, 0.2525, -2.6196)
C (1.0004, 0.9109, -1.3829)
C (-0.0179, 0.8021, -0.4609)
C (-1.1488, 0.0368, -0.7266)
N (-2.1410, -0.0431, 0.2627)
C (-3.2189, -0.8655, 0.3305)
O (-3.5766, -1.6210, -0.5493)
C (-3.9407, -0.7762, 1.6710)
C (-3.4326, -1.8679, 2.6239)
C (-1.9107, -1.8584, 2.7610)
O (-1.5041, -0.5683, 3.1748)
C (-0.1985, -0.2025, 3.0199)
C (0.8263, -1.0439, 2.6093)
C (2.1030, -0.5289, 2.4498)
C (2.3704, 0.8008, 2.7018)
C (1.3550, 1.6507, 3.1329)
C (1.6460, 3.0947, 3.4095)
C (0.0794, 1.1399, 3.2852)
C (-1.2319, -0.6160, -1.9503)
C (-0.2092, -0.5122, -2.8699)
H (4.2614, 2.8380, -3.1992)
H (3.0930, 2.6584, -4.5109)
H (2.5273, 2.9563, -2.8706)
H (3.4681, 0.7244, -2.1609)
H (3.9991, 0.4455, -3.8162)
H (0.7705, 0.0147, -5.2174)
H (2.4284, 0.5084, -5.5439)
H (1.6226, -2.2263, -4.4313)
H (2.0970, -1.8900, -6.1013)
H (3.2681, -1.7127, -4.7915)
H (1.8465, 1.5257, -1.1240)
H (0.0695, 1.3211, 0.4838)
H (-1.9361, 0.5033, 1.0885)
H (-3.7908, 0.2036, 2.1248)
H (-5.0062, -0.9298, 1.4983)
H (-3.7283, -2.8473, 2.2461)
H (-3.8853, -1.7199, 3.6054)
H (-1.4561, -2.1100, 1.7947)
H (-1.5952, -2.6075, 3.5005)
H (0.6486, -2.0891, 2.4142)
H (2.8959, -1.1852, 2.1228)
H (3.3697, 1.1883, 2.5700)
H (2.4188, 3.1849, 4.1714)
H (2.0101, 3.5865, 2.5080)
H (0.7557, 3.6144, 3.7537)
H (-0.7327, 1.7724, 3.6130)
H (-2.0967, -1.2179, -2.1737)
H (-0.3166, -1.0526, -3.7957)

Results
Kohn-Sham gap   0.28355 Eh
2S+1   1
Lowest unoccupied orbital energy   0.7394 eV
Energy above the lowest of the compared OMol25 structures with the same formula, charge and spin   35.15 kcal/mol
Energy   -1077.02664 hartree
SMILES   CCN(CC)c1ccc(NC(=O)CCCOc2cccc(C)c2)cc1

Atom charges from the Löwdin analysis, given in e for atoms 1 to 2: number 1, C, carries -0.0729; number 2, C, carries -0.2315



[2]
Computed, not measured: C21H28N4O2 as an isolated structure in a non-equilibrium geometry, with ωB97M-V/def2-TZVPD.

Cartesian coordinates (Å):
C (-6.7238, -1.2594, -0.9108)
H (-6.1613, -2.2140, -1.2751)
H (-7.2526, -0.8447, -1.8419)
H (-7.3311, -1.4526, -0.1391)
C (-5.6938, -0.3734, -0.8558)
N (-5.0124, -0.6303, 0.5367)
C (-4.5095, 0.4547, 1.3884)
C (-3.2106, 1.2319, 0.4357)
N (-2.2113, 0.2256, 0.3249)
C (-2.6095, -0.9479, -0.3971)
C (-3.9561, -1.3087, 0.2817)
H (-4.3793, -2.2280, -0.4554)
H (-3.5942, -2.0944, 1.1270)
H (-1.8444, -1.5729, -0.4141)
H (-2.8920, -0.5838, -1.5450)
C (-0.9871, 0.7084, 0.0211)
C (0.2417, -0.4129, 0.0815)
C (1.0286, -0.5749, -0.9438)
C (2.2246, -1.2942, -0.9376)
C (2.3153, -1.9687, 0.4712)
C (1.4026, -1.7976, 1.3060)
C (0.2783, -0.8214, 1.3895)
H (-0.2994, -0.6201, 2.0990)
H (1.5336, -2.2480, 2.5140)
N (3.4400, -2.6905, 0.3171)
C (4.7887, -2.7691, 0.0152)
O (5.4360, -3.9542, -0.0134)
N (5.1640, -1.4200, -0.4959)
C (4.5680, -0.3313, -0.0653)
C (4.2166, 0.0057, 1.1638)
C (3.6705, 1.4062, 1.2782)
C (3.5758, 2.2254, 0.1859)
C (4.1589, 1.9748, -0.9162)
C (4.6195, 0.5441, -1.1951)
H (4.9994, 0.3650, -2.1473)
H (4.1743, 2.8585, -1.7011)
O (3.0715, 3.4526, 0.4752)
C (2.9443, 4.4607, -0.0760)
H (3.9141, 4.7984, -0.6829)
H (2.3377, 5.4138, 0.2320)
H (2.4220, 4.0271, -1.0310)
H (3.1427, 1.6347, 2.5412)
H (4.1322, -0.7201, 1.9221)
H (5.9252, -1.7853, -0.9842)
H (3.1738, -3.6410, 1.0223)
H (2.9284, -1.6778, -1.7190)
H (0.9946, -0.1494, -1.9378)
H (-0.5368, 1.4840, 0.5231)
H (-0.9901, 1.1462, -1.2647)
H (-2.9376, 2.0836, 1.2390)
H (-3.4458, 1.6931, -0.4682)
H (-5.1764, 1.3772, 1.3011)
H (-3.9375, 0.2722, 2.1090)
H (-6.1596, 0.6688, -0.4097)
H (-4.9705, -0.1262, -1.4786)

Results
Kohn-Sham gap   0.29234 Eh
2S+1   1
Lowest unoccupied orbital energy   0.0908 eV
Energy above the lowest of the compared OMol25 structures with the same formula, charge and spin   531.07 kcal/mol
Energy   -1185.73317 hartree

Atom charges from the Löwdin analysis, given in e for atoms 1 to 2: number 1, C, carries -0.1212; number 2, H, carries 0.1177



[3]
Computed, not measured: the molecule C21H28N4O3S, with ωB97M-V/def2-TZVPD.

Cartesian coordinates (Å):
C (3.6791, 1.3447, -3.8169)
C (2.4226, 0.6832, -3.2536)
C (2.0736, -0.5585, -4.0706)
C (2.6338, 0.3464, -1.7743)
C (1.3554, -0.1506, -1.0992)
N (1.5241, -0.2905, 0.3352)
C (1.2086, 0.6779, 1.1940)
O (0.8421, 1.7917, 0.8478)
C (1.2851, 0.2990, 2.6817)
N (0.0052, -0.1784, 3.1667)
C (-0.1878, -1.6224, 3.2008)
C (-0.4252, -2.1898, 1.8261)
C (-1.5320, -1.7750, 1.0942)
C (-1.7483, -2.2598, -0.1821)
C (-0.8603, -3.1635, -0.7425)
C (0.2383, -3.5907, -0.0169)
C (0.4556, -3.1042, 1.2621)
C (-1.0534, 0.6099, 3.5100)
O (-2.0853, 0.1212, 3.9239)
C (-0.8967, 2.1177, 3.3785)
C (-2.2389, 2.7300, 2.9641)
C (-2.8283, 2.1279, 1.7062)
O (-4.0131, 1.8970, 1.5769)
N (-1.9549, 1.8748, 0.6878)
C (-2.3835, 1.3028, -0.4782)
N (-1.5946, 1.0131, -1.4598)
C (-2.2846, 0.4481, -2.4831)
C (-3.6155, 0.3042, -2.2768)
S (-4.0632, 0.9048, -0.7156)
H (3.9219, 2.2461, -3.2594)
H (3.5323, 1.6169, -4.8593)
H (4.5264, 0.6644, -3.7572)
H (1.5918, 1.3924, -3.3240)
H (1.1244, -0.9814, -3.7534)
H (1.9940, -0.3031, -5.1247)
H (2.8472, -1.3163, -3.9617)
H (3.4218, -0.4054, -1.6781)
H (2.9612, 1.2476, -1.2520)
H (0.5411, 0.5611, -1.2701)
H (1.0589, -1.1256, -1.4870)
H (1.8107, -1.1934, 0.6819)
H (2.0240, -0.4910, 2.8344)
H (1.5975, 1.1775, 3.2526)
H (-1.0683, -1.7966, 3.8266)
H (0.6828, -2.0891, 3.6723)
H (-2.2304, -1.0822, 1.5388)
H (-2.6140, -1.9385, -0.7403)
H (-1.0298, -3.5410, -1.7399)
H (0.9273, -4.3050, -0.4446)
H (1.3079, -3.4521, 1.8321)
H (-0.6246, 2.5092, 4.3628)
H (-0.1206, 2.3950, 2.6716)
H (-2.1195, 3.8041, 2.8031)
H (-2.9784, 2.5778, 3.7518)
H (-0.9543, 2.0655, 0.7407)
H (-1.7408, 0.1619, -3.3653)
H (-4.3483, -0.1096, -2.9384)

Results
Kohn-Sham gap   0.32723 Eh
2S+1   1
Lowest unoccupied orbital energy   0.5161 eV
Energy above the lowest of the compared OMol25 structures with the same formula, charge and spin   20.96 kcal/mol
Energy   -1660.03631 hartree
SMILES   CC(C)CCNC(=O)CN(Cc1ccccc1)C(=O)CCC(=O)Nc1nccs1

Atom charges from the Löwdin analysis, given in e for atoms 1 to 2: number 1, C, carries -0.0839; number 2, C, carries -0.4393



[4]
Computed, not measured: the molecule C21H28N4O4S in a non-equilibrium geometry, with ωB97M-V/def2-TZVPD.

Cartesian coordinates (Å):
C (-3.2858, -3.0201, -2.0935)
C (-3.9036, -3.5104, -0.7920)
O (-3.8191, -2.5078, 0.2187)
C (-4.7607, -1.5502, 0.1828)
O (-5.7559, -1.5753, -0.5029)
N (-4.4860, -0.5654, 1.0799)
C (-3.1864, -0.4704, 1.7203)
C (-2.9366, 0.9690, 2.1644)
N (-3.2244, 1.8828, 1.0766)
C (-2.2315, 2.6537, 0.5954)
O (-1.1133, 2.6698, 1.0794)
C (-2.5480, 3.5273, -0.6088)
S (-2.6910, 2.4978, -2.1279)
C (-1.5515, 1.2688, -1.6575)
N (-1.8079, 0.0298, -1.3949)
N (-0.6466, -0.5325, -1.0266)
C (0.2686, 0.3955, -1.0768)
C (1.6624, 0.2534, -0.7434)
C (2.1642, -0.9983, -0.3876)
C (3.4975, -1.1367, -0.0712)
C (4.3725, -0.0488, -0.0936)
C (5.8344, -0.2611, 0.2618)
C (5.9245, -0.8086, 1.6935)
C (6.6546, 1.0297, 0.1914)
C (6.4436, -1.2705, -0.7220)
C (3.8535, 1.1934, -0.4451)
C (2.5191, 1.3494, -0.7670)
O (-0.2498, 1.5720, -1.4908)
C (-4.5580, 1.8006, 0.5041)
C (-5.3128, 0.6142, 1.1092)
H (-3.8880, -2.2149, -2.5062)
H (-3.2393, -3.8348, -2.8108)
H (-2.2851, -2.6398, -1.9058)
H (-3.3514, -4.3615, -0.3875)
H (-4.9538, -3.7827, -0.9408)
H (-2.4188, -0.7853, 1.0070)
H (-3.1419, -1.1399, 2.5870)
H (-3.5567, 1.2263, 3.0286)
H (-1.8877, 1.1014, 2.4359)
H (-1.7284, 4.2320, -0.7496)
H (-3.4931, 4.0576, -0.5152)
H (1.4932, -1.8422, -0.3681)
H (3.8621, -2.1157, 0.1991)
H (5.4197, -1.7659, 1.7864)
H (6.9662, -0.9445, 1.9754)
H (5.4658, -0.1119, 2.3919)
H (6.2783, 1.7720, 0.8913)
H (6.6450, 1.4466, -0.8130)
H (7.6883, 0.8154, 0.4546)
H (5.9416, -2.2322, -0.6676)
H (6.3606, -0.8995, -1.7414)
H (7.4965, -1.4227, -0.4950)
H (4.4873, 2.0642, -0.4722)
H (2.1338, 2.3227, -1.0306)
H (-5.1119, 2.7280, 0.6963)
H (-4.4870, 1.6470, -0.5767)
H (-6.2023, 0.4035, 0.5126)
H (-5.6191, 0.8257, 2.1386)

Results
Kohn-Sham gap   0.33026 Eh
2S+1   1
Lowest unoccupied orbital energy   0.2688 eV
Energy above the lowest of the compared OMol25 structures with the same formula, charge and spin   44.36 kcal/mol
Energy   -1735.22736 hartree
SMILES   CCOC(=O)N1CCN(C(=O)CSc2nnc(-c3ccc(C(C)(C)C)cc3)o2)CC1

Atom charges from the Löwdin analysis, given in e for atoms 1 to 2: number 1, C, carries -0.0661; number 2, C, carries -0.2120